C21H38CuN6O9P3 | ωB97M-V with the def2-TZVPD basis set

Output
**Net charge**: +1
**2S+1**: 2
**Max |F|**: 3.18 eV Å⁻¹
**E_HOMO (spin up / spin down)**: -11.033 / -11.033 eV
**<S²>**: 0.752
**HOMO-LUMO gap (spin up / spin down)**: 0.31536 / 0.26578 Eh

Positions of all 78 atoms, in Å:
Cu  0.6874  -0.8505  0.5331
C  -0.7641  -4.6596  2.8654
C  -1.4915  -3.5189  2.1369
O  -2.9324  -3.8912  1.9667
P  -1.2925  -1.8809  2.8981
O  -0.2866  -2.1275  4.0898
O  -2.6558  -1.4332  3.5474
O  -0.9233  -0.7916  1.9763
P  -0.8549  -3.4275  0.4309
O  -0.5417  -4.9253  0.0498
O  0.5363  -2.7587  0.4661
O  -1.9094  -2.8022  -0.3750
H  -1.2022  -4.8553  3.8864
H  0.3118  -4.4765  2.9356
H  -0.7632  -5.5485  2.2569
H  -3.3453  -3.3537  1.2219
H  0.0676  -1.3135  4.5102
H  -3.3252  -2.0891  3.4951
H  -1.3449  -5.3484  -0.2609
C  -5.1599  3.1509  3.4117
C  -4.6841  3.4003  1.9532
C  -5.1990  2.6726  0.8813
C  -4.7329  2.8833  -0.4148
C  -3.9228  3.9466  -0.6492
N  -3.4685  4.2209  -1.9496
C  -3.1526  3.2742  -2.8725
O  -3.3102  3.4971  -4.0780
N  -2.5716  2.1634  -2.3143
C  -1.4762  2.1888  -1.4264
C  -0.7509  3.3798  -1.1184
C  0.3261  3.3621  -0.3008
C  0.8337  2.1364  0.1324
N  0.1514  0.9984  -0.0375
C  -0.9223  1.0717  -0.8537
C  -3.4223  4.7582  0.3898
C  -3.8218  4.4531  1.6943
H  -6.0711  2.5772  3.2810
H  -5.5116  4.0290  3.9693
H  -4.3987  2.4920  4.0109
H  -5.8447  1.8150  1.0472
H  -5.0895  2.2625  -1.2836
H  -3.9211  4.9826  -2.3481
H  -2.7147  1.3805  -2.8904
H  -0.9698  4.3135  -1.5979
H  0.7962  4.3229  -0.1372
H  1.8031  2.1072  0.6350
H  -1.4967  0.1212  -0.9135
H  -2.7142  5.5067  0.1014
H  -3.5515  5.1034  2.5272
C  4.1745  -3.4503  -1.4945
N  4.0095  -2.3925  -0.5521
C  4.3679  -2.7710  0.8157
P  3.2942  -0.9963  -0.9041
O  2.4963  -0.5813  0.3200
N  4.4446  0.1400  -1.0328
C  5.9086  -0.1997  -0.6544
C  4.1665  1.6030  -0.9171
N  2.5162  -1.0660  -2.3212
C  1.3741  -1.9552  -2.4672
C  2.4630  -0.0884  -3.3882
H  3.5296  -4.3410  -1.2844
H  5.2050  -3.9257  -1.3757
H  4.0529  -3.0511  -2.5171
H  3.7912  -3.6540  0.9641
H  4.1647  -1.9530  1.5708
H  5.4233  -3.0785  0.8774
H  6.1241  -1.2832  -0.8434
H  6.2410  -0.0157  0.3622
H  6.4272  0.3950  -1.3687
H  5.0130  2.1876  -1.3164
H  4.0761  1.9333  0.0846
H  3.2707  1.8698  -1.4337
H  1.2693  -2.5553  -1.5814
H  1.4272  -2.4086  -3.4819
H  0.4228  -1.3516  -2.5017
H  3.2618  0.6658  -3.3309
H  1.4298  0.4391  -3.3722
H  2.6535  -0.6344  -4.3354

C21H38N5O5 | ωB97M-V with the def2-TZVPD basis set

Output
**Net charge**: +1
**2S+1**: 1
**Max |F|**: 2.83 eV Å⁻¹
**E_HOMO**: -10.029 eV
**HOMO-LUMO gap**: 0.26487 Eh

Positions of all 69 atoms, in Å:
O  -5.0575  -0.5514  -2.5969
O  5.7742  2.2138  -1.0853
O  -0.5908  0.6208  -0.7892
O  6.0241  1.5011  4.2353
O  3.4264  -0.6978  -0.0973
C  -4.2189  0.3175  -2.8209
C  4.7728  1.5342  -0.8768
C  -1.5406  0.1051  -0.2194
C  1.6670  4.6098  1.5688
C  4.4334  0.7378  2.5775
C  2.3338  3.3985  1.4730
C  4.8507  1.6406  1.6365
C  -3.7266  -5.8505  -2.5123
N  -2.9001  -6.8596  -2.4961
N  -1.5572  0.0508  1.1147
N  -3.4412  -4.7044  -1.9210
N  -3.0532  0.3843  -2.1701
N  -4.8595  -6.0016  -3.1382
C  -4.4703  1.3632  -3.8805
C  1.7452  5.6873  0.5101
C  0.8233  4.8951  2.7831
C  5.0937  0.4672  3.9065
C  -2.6124  -0.4591  1.9913
C  3.1740  0.0563  2.1411
C  3.2027  3.0132  0.2985
C  -2.1959  -4.3692  -1.1983
C  -2.2702  -2.9744  -0.5654
C  3.0233  0.4458  0.6617
C  3.9561  1.6643  0.4231
C  -2.2869  -1.8720  -1.6325
C  -2.6816  -0.5010  -1.0535
H  6.4553  1.3276  5.0891
H  4.3104  -0.9832  0.1965
H  4.4051  0.9118  -1.6863
H  2.2424  2.7004  2.2972
H  5.7315  2.2703  1.7512
H  -3.1305  -7.7230  -2.9524
H  -2.0197  -6.7539  -2.0248
H  -0.7512  0.4728  1.5517
H  -4.1283  -3.9691  -1.9953
H  -2.3950  1.1047  -2.4367
H  -5.0795  -6.8702  -3.5903
H  -5.5152  -5.2397  -3.1837
H  -5.4477  1.1891  -4.3286
H  -4.4534  2.3507  -3.4228
H  -3.6998  1.2980  -4.6461
H  2.3578  5.3940  -0.3453
H  2.1772  6.5961  0.9397
H  0.7417  5.9201  0.1419
H  -0.2179  5.0554  2.4875
H  0.8558  4.0662  3.4966
H  1.1863  5.7960  3.2871
H  5.6072  -0.4989  3.8679
H  4.3269  0.4137  4.6865
H  -3.5541  0.0558  1.7895
H  -2.3393  -0.2795  3.0333
H  -2.7437  -1.5317  1.8505
H  2.3253  0.4192  2.7276
H  3.2408  -1.0286  2.2705
H  3.9427  3.8080  0.1512
H  2.5710  2.9795  -0.5957
H  -2.0283  -5.0974  -0.4018
H  -1.3474  -4.4005  -1.8857
H  -3.1754  -2.9153  0.0402
H  -1.4040  -2.8290  0.0814
H  1.9829  0.6930  0.4202
H  -1.3034  -1.8035  -2.1015
H  -3.0034  -2.1465  -2.4064
H  -3.5606  -0.6182  -0.4211

C21H39BCl12N5O4P | ωB97M-V with the def2-TZVPD basis set

Output
**Net charge**: 0
**2S+1**: 1
**Max |F|**: 1.33 eV Å⁻¹
**SMILES string**: CC(=O)NCCCC[C@@]1(CCCCN(C)C(C)=O)C(=O)N[C@H]([PH2]=N)[C@H]1B(N)O.ClC(Cl)Cl.ClC(Cl)Cl.ClC(Cl)Cl.ClC(Cl)Cl
**E_HOMO**: -9.010 eV
**HOMO-LUMO gap**: 0.34115 Eh

Positions of all 83 atoms, in Å:
C  -6.4772  -4.0903  -4.6243
C  -5.5008  -3.2616  -3.8287
O  -4.9856  -2.2602  -4.2921
N  -5.2692  -3.6814  -2.5303
C  -3.9532  -3.3025  -1.9553
C  -3.9747  -1.8736  -1.3959
C  -2.7585  -1.0019  -1.7575
C  -1.4182  -1.7335  -1.7616
C  -0.2151  -0.7952  -1.8498
C  0.0109  -0.1596  -0.4535
C  0.6442  -1.1457  0.5452
C  0.3214  -0.8373  2.0033
C  1.0568  0.4325  2.4854
N  0.2578  1.4313  3.1912
C  -0.8841  1.9399  2.4445
C  0.0752  1.1618  4.5499
C  -1.3045  1.0165  5.1431
O  1.0514  1.0446  5.2722
C  1.1343  -1.4328  -2.1482
O  1.4232  -2.6062  -2.1622
N  2.0444  -0.3904  -2.4832
C  1.2440  0.7355  -3.0459
P  1.5405  2.4073  -2.3976
N  1.0223  3.5029  -3.3978
C  -0.2117  0.2207  -3.0187
B  -0.5893  -0.3256  -4.4885
N  -1.7717  -1.1615  -4.7203
O  0.2597  -0.0031  -5.5391
H  -7.3496  -3.4724  -4.8459
H  -6.0153  -4.3508  -5.5778
H  -6.8037  -4.9980  -4.1170
H  -5.3812  -4.6870  -2.4996
H  -3.1889  -3.4154  -2.7238
H  -3.7905  -4.0166  -1.1468
H  -4.0582  -1.9108  -0.3053
H  -4.8713  -1.3839  -1.7763
H  -2.9495  -0.5214  -2.7159
H  -2.7131  -0.1979  -1.0129
H  -1.3462  -2.3080  -0.8301
H  -1.3671  -2.4599  -2.5730
H  -0.9350  0.2014  -0.0406
H  0.6559  0.7106  -0.5310
H  0.3747  -2.1716  0.2904
H  1.7353  -1.0667  0.4399
H  0.6810  -1.6762  2.6060
H  -0.7582  -0.7805  2.1663
H  1.5541  0.9220  1.6394
H  1.8589  0.1407  3.1653
H  -1.2354  2.8702  2.8932
H  -0.5623  2.1535  1.4251
H  -1.7349  1.2517  2.3845
H  -2.1311  1.1717  4.4580
H  -1.3952  1.7376  5.9598
H  -1.3454  0.0240  5.5922
H  2.7107  -0.1537  -1.7598
H  1.6142  0.8612  -4.0650
H  2.9447  2.3869  -2.2396
H  0.9926  2.5102  -1.1090
H  0.3796  4.1397  -2.9428
H  -0.9414  1.0343  -2.8799
H  -1.4895  -2.0163  -5.1957
H  -2.4434  -0.7182  -5.3422
H  0.0753  0.8251  -5.9943
C  2.6452  4.5794  2.6456
Cl  1.6579  5.9902  3.0359
Cl  2.6334  3.4153  3.9554
Cl  2.0917  3.8332  1.1342
H  3.6628  4.9105  2.4874
C  6.7709  3.3670  1.6009
Cl  5.6793  2.1565  2.2703
Cl  5.9198  4.8896  1.3089
Cl  8.1590  3.6198  2.6531
H  7.1319  3.0077  0.6469
C  3.4866  -3.6764  0.2466
Cl  5.0723  -2.9033  0.2435
Cl  3.5645  -5.2893  -0.4508
Cl  2.8236  -3.7339  1.8870
H  2.8198  -3.0826  -0.3675
C  2.4208  2.8287  7.5434
Cl  4.1682  2.7927  7.3046
Cl  1.9822  2.1075  9.0930
Cl  1.8062  4.4811  7.4246
H  1.9611  2.2400  6.7570